No. 1
Here is C5H8ClN5 as an isolated structure from OMol25. Energies are from wB97M-V/def2-TZVPD.

Summary:
Relative energy (zero: lowest compared OMol25 entry of this formula, charge and spin), kJ/mol: 349.6
LUMO level, eV: 0.761
Strongest force on any atom, eV/A: 7.528
Spin multiplicity: 1

Structure (XYZ):
```
19
Properties=species:S:1:pos:R:3:lowdin_charge:R:1
C 3.36 0.36 1.38 -0.1563
C 2.66 -0.96 0.91 -0.3131
C 0.76 -0.22 -0.51 -0.4936
C -1.07 0.39 -1.73 -0.4404
C -1.18 0.07 0.39 -0.8046
H 2.59 1.33 1.10 0.1267
H 4.65 0.42 0.95 0.1352
H 3.46 -0.04 2.64 0.1289
H 3.32 -1.91 0.81 0.1322
H 1.83 -1.15 1.65 0.0956
H 2.61 -1.02 -1.24 0.2017
H -1.02 0.50 -3.73 0.0802
H -2.60 1.15 -3.09 0.1944
N 1.94 -0.74 -0.40 0.0190
N 0.29 0.23 -1.67 0.1608
N -1.63 0.57 -2.95 0.1224
N -1.88 0.44 -0.63 0.1091
N 0.05 -0.37 0.64 0.0698
Cl -1.97 0.12 1.96 0.6320
```



No. 2
Here is a 13-piece molecular cluster, C28H87N21O13 overall from OMol25. Energies are from wB97M-V/def2-TZVPD.

Summary:
Relative energy (zero: lowest compared OMol25 entry of this formula, charge and spin), kJ/mol: 691.6
LUMO level, eV: 0.074
Strongest force on any atom, eV/A: 6.688
Spin multiplicity: 1

Structure (XYZ):
```
149
Properties=species:S:1:pos:R:3:lowdin_charge:R:1
C -4.41 2.29 -1.40 -0.7669
O -3.51 3.02 -0.98 0.0112
N -5.57 2.72 -1.77 0.1760
N -4.24 0.99 -1.57 0.1902
H -5.85 3.68 -1.65 0.1268
H -6.16 1.94 -2.01 0.1075
H -5.01 0.41 -1.88 0.0928
H -3.38 0.60 -1.21 0.0738
C -1.26 -0.52 0.18 -0.7173
O -2.16 -1.14 -0.38 -0.0218
N 0.07 -0.60 0.05 0.1985
N -1.58 0.54 0.86 0.2009
H 0.27 -1.29 -0.66 0.0672
H 0.68 0.06 0.51 0.0617
H -0.88 1.17 1.21 0.0947
H -2.54 0.47 1.18 0.0707
C -5.01 -0.76 1.90 -0.7559
O -4.02 -0.09 2.16 -0.0247
N -6.25 -0.51 2.21 0.2106
N -4.82 -1.79 1.22 0.2096
H -7.01 -1.06 1.84 0.1200
H -6.53 0.36 2.64 0.1311
H -5.55 -2.49 1.15 0.1302
H -3.85 -2.00 1.04 0.1145
C 1.92 4.80 -0.25 -0.7368
O 1.52 5.83 0.32 -0.0094
N 1.60 3.61 0.27 0.1711
N 2.72 4.76 -1.27 0.1693
H 1.16 3.56 1.18 0.0489
H 1.58 2.75 -0.26 0.0706
H 2.98 3.81 -1.51 0.0343
H 3.03 5.58 -1.77 0.1179
C 0.57 -4.20 -0.17 -0.6901
O 0.66 -3.20 -0.87 -0.0008
N -0.51 -4.75 0.30 0.1877
N 1.58 -5.02 0.10 0.1677
H -0.39 -5.70 0.64 0.1171
H -1.46 -4.48 0.07 0.1183
H 2.36 -4.97 -0.54 0.0661
H 1.60 -5.61 0.92 0.1119
C -2.74 -0.64 5.32 -0.8176
O -2.52 -0.66 6.51 0.0290
N -1.98 -1.06 4.37 0.1952
N -3.75 -0.05 4.78 0.1583
H -2.35 -0.81 3.47 0.0897
H -1.18 -1.62 4.61 0.0733
H -3.84 -0.07 3.78 0.0272
H -4.46 0.27 5.43 0.1196
C 3.55 -3.69 -2.57 -0.8150
O 3.29 -4.80 -2.19 0.0436
N 2.81 -2.66 -2.42 0.1838
N 4.63 -3.33 -3.17 0.1671
H 3.36 -1.81 -2.46 0.1089
H 2.01 -2.72 -1.81 0.0531
H 4.58 -2.45 -3.66 0.1167
H 5.31 -4.05 -3.35 0.1267
C 3.47 -0.53 1.50 -0.7314
O 2.75 0.34 0.97 -0.0253
N 4.39 -0.11 2.31 0.1656
N 3.56 -1.81 1.32 0.2080
H 4.46 0.90 2.40 0.1191
H 5.25 -0.63 2.39 0.1143
H 4.22 -2.28 1.92 0.1237
H 2.89 -2.22 0.69 0.1087
C -1.09 1.95 -3.12 -0.0327
C 0.03 1.46 -4.14 -0.3712
C 0.93 2.59 -4.74 -0.1851
O 1.76 2.02 -5.78 -0.2009
C 2.43 3.03 -6.57 -0.0846
N 1.01 0.62 -3.44 0.0179
H -1.79 2.69 -3.50 0.0678
H -0.70 2.49 -2.26 0.0788
H -1.77 1.12 -2.91 0.0397
H -0.32 0.80 -4.93 0.1287
H 1.56 3.03 -3.97 0.1097
H 0.15 3.33 -4.97 0.1194
H 3.35 3.32 -6.06 0.0741
H 1.82 3.89 -6.85 0.0866
H 2.69 2.55 -7.52 0.0832
H 1.65 0.46 -4.20 0.0649
H 0.56 -0.25 -3.17 0.0689
C 1.00 1.59 3.37 -0.0477
C 1.17 3.10 3.63 -0.3953
C -0.12 3.98 3.52 -0.2094
O -0.38 4.14 2.18 -0.2118
C -1.72 4.54 2.00 -0.0728
N 1.89 3.26 4.90 0.0317
H 1.75 0.91 3.76 0.0580
H 0.73 1.30 2.35 0.0351
H 0.15 1.28 3.98 0.0778
H 1.77 3.53 2.83 0.1081
H -0.05 4.89 4.12 0.1306
H -0.88 3.36 4.00 0.1185
H -1.89 5.51 2.48 0.0928
H -2.36 3.77 2.44 0.0853
H -2.03 4.60 0.96 0.0869
H 2.79 2.81 5.02 0.0609
H 2.20 4.21 5.03 0.0670
C 4.74 2.72 -3.09 -0.0567
C 4.62 1.73 -1.89 -0.3282
C 5.52 2.26 -0.72 -0.2046
O 6.89 2.29 -0.97 -0.1765
C 7.72 2.68 0.10 -0.1162
N 3.17 1.84 -1.60 0.0283
H 3.99 2.50 -3.86 0.0500
H 5.69 2.76 -3.62 0.0757
H 4.52 3.76 -2.84 0.0649
H 4.92 0.71 -2.16 0.1255
H 5.38 1.66 0.17 0.0961
H 5.26 3.24 -0.31 0.1282
H 7.79 3.74 0.34 0.0910
H 8.67 2.19 -0.10 0.0900
H 7.49 2.22 1.06 0.0739
H 2.61 1.48 -2.36 0.0302
H 3.03 1.16 -0.86 0.0327
C -5.33 -2.63 -2.12 -0.0594
C -4.25 -2.84 -3.21 -0.4163
C -3.70 -1.43 -3.63 -0.2019
O -4.78 -0.62 -4.17 -0.2045
C -4.26 0.47 -4.94 -0.0929
N -3.18 -3.56 -2.59 0.0340
H -5.52 -3.63 -1.71 0.0733
H -6.25 -2.26 -2.56 0.0726
H -4.99 -1.92 -1.36 0.0449
H -4.51 -3.38 -4.12 0.1408
H -2.93 -1.59 -4.39 0.1125
H -3.11 -0.98 -2.84 0.0869
H -3.62 1.12 -4.34 0.0623
H -5.03 1.18 -5.26 0.0849
H -3.82 0.00 -5.82 0.0904
H -2.48 -3.42 -3.30 0.0668
H -2.80 -2.96 -1.87 0.0362
C -0.66 -5.27 5.41 -0.0585
C -1.29 -4.57 4.25 -0.4731
C -0.40 -3.68 3.49 -0.2179
O 0.11 -2.71 4.38 -0.2136
C 1.27 -2.07 3.93 -0.0836
N -2.02 -5.61 3.54 0.0336
H 0.16 -5.97 5.27 0.0859
H -1.40 -5.90 5.91 0.0770
H -0.49 -4.45 6.10 0.0859
H -2.13 -3.97 4.60 0.1374
H -0.97 -3.25 2.67 0.1202
H 0.37 -4.33 3.07 0.1207
H 1.78 -1.45 4.66 0.1008
H 1.07 -1.47 3.04 0.0786
H 1.94 -2.89 3.65 0.0815
H -2.26 -5.26 2.62 0.0447
H -2.92 -5.83 3.95 0.0771
```



No. 3
Here is one molecule with the formula C14H7N3O2 from OMol25. Energies are from wB97M-V/def2-TZVPD.

Summary:
Relative energy (zero: lowest compared OMol25 entry of this formula, charge and spin), kJ/mol: 149.5
LUMO level, eV: -1.242
Strongest force on any atom, eV/A: 7.232
SMILES: O=C1c2ccccc2C(=O)c2cc3[nH]nnc3cc21
Spin multiplicity: 1

Structure (XYZ):
```
26
Properties=species:S:1:pos:R:3:lowdin_charge:R:1
O -0.89 1.99 1.66 0.1004
C -0.34 1.13 0.99 -0.3091
C 0.77 0.35 1.58 -0.0707
C 0.99 0.51 2.96 0.0133
C 1.81 -0.37 3.69 -0.0833
C 2.61 -1.27 3.03 -0.0625
C 2.38 -1.54 1.63 0.0534
C 1.36 -0.76 0.95 -0.0876
C 0.98 -1.13 -0.38 -0.3171
O 1.38 -2.19 -0.81 0.1166
C -0.11 -0.31 -0.93 -0.0551
C -0.56 -0.56 -2.20 0.0800
C -1.55 0.14 -2.84 -0.2070
N -2.24 0.20 -4.01 0.0383
N -3.17 1.10 -4.08 0.0500
N -3.15 1.64 -2.87 0.0830
C -2.10 1.08 -2.14 -0.2603
C -1.75 1.52 -0.87 0.1180
C -0.72 0.79 -0.34 -0.1036
H 0.48 1.36 3.46 0.1309
H 1.96 -0.32 4.76 0.1065
H 3.40 -1.77 3.65 0.1216
H 3.07 -2.08 1.01 0.1064
H -0.10 -1.32 -2.80 0.1297
H -2.18 -0.51 -4.72 0.1626
H -2.32 2.31 -0.39 0.1456
```



No. 4
Here is a 2-piece molecular cluster, C2H3NO4 overall from OMol25. Energies are from wB97M-V/def2-TZVPD.

Summary:
Relative energy (zero: lowest compared OMol25 entry of this formula, charge and spin), kJ/mol: 858.5
LUMO level (alpha / beta), eV: 0.629 / -1.200
Strongest force on any atom, eV/A: 2.561
Spin multiplicity: 1

Structure (XYZ):
```
10
Properties=species:S:1:pos:R:3:lowdin_charge:R:1
N 2.66 -2.58 -0.24 0.0572
O 3.45 -3.13 -0.89 -0.0065
C -1.46 1.53 -0.16 -0.0507
C -0.72 0.36 0.45 -0.3280
O -0.31 1.68 0.69 0.0057
O 0.14 -0.30 -0.44 -0.0444
O 1.12 -0.84 0.33 -0.0246
H -1.36 1.56 -1.24 0.1107
H -2.34 1.99 0.30 0.1189
H -1.17 -0.28 1.20 0.1616
```



No. 5
Here is an isolated ion of composition C10H16ClN2 and charge +1 from OMol25. Energies are from wB97M-V/def2-TZVPD.

Summary:
Relative energy (zero: lowest compared OMol25 entry of this formula, charge and spin), kJ/mol: 0.0
LUMO level, eV: -3.265
Strongest force on any atom, eV/A: 3.539
SMILES: C[N@H+]1CCC[C@@H]1[C@@]1(Cl)C=CC=NC1
Spin multiplicity: 1
Net charge: +1

Structure (XYZ):
```
29
Properties=species:S:1:pos:R:3:lowdin_charge:R:1
C 0.88 -2.12 -0.13 0.0123
N 0.94 -0.79 0.48 -0.1577
C 2.32 -0.22 0.47 -0.0809
C 2.17 1.30 0.35 -0.1225
C 0.66 1.54 0.42 -0.1382
C 0.11 0.24 -0.15 -0.2288
C -1.57 0.10 0.04 -0.5626
Cl -1.67 -0.62 1.78 0.7087
C -2.34 1.36 0.10 -0.0945
C -3.68 1.28 0.03 -0.0286
C -4.29 -0.01 -0.25 -0.1443
N -3.65 -1.00 -0.71 0.0649
C -2.24 -0.90 -0.90 -0.2341
H 0.99 -2.04 -1.21 0.1216
H 1.68 -2.75 0.26 0.1172
H -0.07 -2.60 0.10 0.0912
H 0.58 -0.87 1.45 0.1214
H 2.85 -0.62 -0.40 0.1380
H 2.85 -0.52 1.37 0.1436
H 2.55 1.65 -0.61 0.1250
H 2.70 1.83 1.14 0.1232
H 0.32 1.67 1.45 0.1284
H 0.36 2.41 -0.16 0.1290
H 0.28 0.20 -1.23 0.1675
H -1.84 2.29 0.31 0.1081
H -4.30 2.15 0.15 0.1174
H -5.36 -0.14 -0.10 0.1203
H -2.06 -0.59 -1.94 0.1495
H -1.85 -1.91 -0.77 0.1048
```



No. 6
Here is one molecule with the formula C18H19N3O2 from OMol25. Energies are from wB97M-V/def2-TZVPD.

Summary:
Relative energy (zero: lowest compared OMol25 entry of this formula, charge and spin), kJ/mol: 263.0
LUMO level, eV: 0.786
Strongest force on any atom, eV/A: 0.903
SMILES: COc1ccc(-c2c(C)nn(-c3ccccc3)c2N)cc1OC
Spin multiplicity: 1

Structure (XYZ):
```
42
Properties=species:S:1:pos:R:3:lowdin_charge:R:1
C 0.02 4.83 -3.71 -0.0869
O 0.40 3.48 -3.78 -0.1196
C 0.14 2.66 -2.70 -0.1904
C -0.42 3.12 -1.52 -0.0125
C -0.65 2.28 -0.44 -0.0312
C -0.31 0.94 -0.51 -0.1790
C -0.52 0.03 0.61 -0.0873
C -1.65 -0.06 1.46 -0.2926
C -2.90 0.75 1.42 -0.0313
N -1.50 -1.03 2.34 0.1238
N -0.29 -1.59 2.09 -0.0443
C 0.14 -2.67 2.87 -0.1899
C -0.14 -2.66 4.23 -0.0122
C 0.26 -3.72 5.03 -0.0788
C 0.95 -4.79 4.47 -0.0950
C 1.20 -4.81 3.11 -0.0865
C 0.80 -3.76 2.31 -0.0352
C 0.33 -0.97 1.05 -0.2470
N 1.65 -1.18 0.72 0.1640
C 0.24 0.47 -1.70 0.0400
C 0.48 1.30 -2.80 -0.1884
O 1.04 0.66 -3.86 -0.0712
C 1.12 1.27 -5.13 -0.0786
H 0.29 5.26 -4.67 0.0949
H -1.06 4.94 -3.55 0.0973
H 0.56 5.36 -2.91 0.0964
H -0.69 4.16 -1.42 0.1028
H -1.07 2.69 0.46 0.1109
H -3.14 1.01 0.39 0.0789
H -2.78 1.66 1.99 0.0771
H -3.71 0.17 1.86 0.0762
H -0.68 -1.82 4.64 0.1085
H 0.04 -3.71 6.08 0.1037
H 1.27 -5.61 5.10 0.1001
H 1.71 -5.65 2.67 0.1032
H 0.95 -3.82 1.24 0.1103
H 2.06 -2.07 0.97 0.0743
H 1.93 -0.81 -0.17 0.0862
H 0.48 -0.57 -1.83 0.1285
H 1.82 2.11 -5.13 0.0910
H 0.14 1.61 -5.47 0.0972
H 1.49 0.49 -5.80 0.0926
```



No. 7
Here is one molecule with the formula C3H5ClO2 from OMol25. Energies are from wB97M-V/def2-TZVPD.

Summary:
Relative energy (zero: lowest compared OMol25 entry of this formula, charge and spin), kJ/mol: 205.1
LUMO level, eV: 0.469
Strongest force on any atom, eV/A: 4.225
SMILES: OC/C=C(\O)Cl
Spin multiplicity: 1

Structure (XYZ):
```
11
Properties=species:S:1:pos:R:3:lowdin_charge:R:1
O -1.68 -0.72 -0.18 -0.0646
C -0.82 0.30 -0.56 -0.2604
C 0.58 -0.25 -0.63 -0.0889
C 1.67 0.35 -0.12 -0.6610
O 1.78 1.54 0.48 -0.0230
Cl 3.30 -0.55 -0.29 0.5382
H -1.48 -1.05 0.70 0.0952
H -1.11 0.40 -1.55 0.0970
H -1.10 1.11 0.08 0.1206
H 0.51 -1.23 -0.91 0.0821
H 2.63 1.56 1.09 0.1647
```



No. 8
Here is a 2-piece molecular cluster, C2H4INO2 overall from OMol25. Energies are from wB97M-V/def2-TZVPD.

Summary:
Relative energy (zero: lowest compared OMol25 entry of this formula, charge and spin), kJ/mol: 440.6
LUMO level (alpha / beta), eV: -0.209 / -0.209
Strongest force on any atom, eV/A: 4.493
Spin multiplicity: 1

Structure (XYZ):
```
10
Properties=species:S:1:pos:R:3:lowdin_charge:R:1
C -0.84 -0.88 -0.34 -0.2034
C 0.33 -0.44 0.45 -0.6128
N 0.59 1.64 0.17 -0.3591
O -0.44 2.23 0.22 0.0552
O 1.70 1.88 -0.20 -0.0765
I 2.26 -0.94 -0.19 0.9231
H -1.67 -0.30 -0.05 0.0602
H -1.25 -1.92 -0.23 0.1098
H -0.80 -0.88 -1.36 0.0384
H 0.12 -0.39 1.53 0.0652
```